1.
Density functional theory data (ωB97M-V with the def2-TZVPD basis set) for a structure of composition C26H26FN3O4PSTi.

Structure (XYZ):
```
63
Properties=species:S:1:pos:R:3:forces:R:3
Ti 0.690646 0.838027 0.448322 -0.28 -0.26 0.25
N 2.282477 0.222846 -0.806660 0.09 -0.02 -0.08
C 2.310320 -1.178090 -0.388948 0.01 -0.01 0.00
C 3.477816 -1.799845 0.016636 0.07 -0.02 0.02
C 3.425182 -3.136900 0.388741 -0.04 0.02 -0.01
C 2.221523 -3.840654 0.354337 -0.05 0.04 -0.01
C 1.050585 -3.213066 -0.044028 0.10 -0.07 0.08
C 1.086258 -1.868884 -0.418582 -0.10 0.15 0.00
P -0.291228 -0.896439 -1.055388 0.08 -0.11 -0.19
C 0.003062 -0.577343 -2.790358 -0.04 0.14 0.07
C 0.299158 -1.662216 -3.621299 0.03 -0.01 -0.01
C 0.486038 -1.442366 -4.976113 0.01 -0.03 0.01
C 0.383986 -0.156948 -5.496367 -0.01 0.02 0.01
C 0.092282 0.922271 -4.669441 0.00 -0.02 -0.01
C -0.101585 0.716588 -3.312534 -0.01 -0.04 -0.02
C -1.881309 -1.615239 -0.758729 0.01 -0.01 0.08
C -2.859377 -1.443597 -1.748101 -0.03 -0.04 0.04
C -4.116797 -1.991495 -1.555343 0.00 0.01 -0.01
C -4.396122 -2.700222 -0.393897 -0.01 -0.01 0.02
C -3.424957 -2.867834 0.590420 0.04 0.01 0.01
C -2.166410 -2.321959 0.420758 -0.08 0.01 -0.07
H 3.170506 0.683688 -0.597978 -0.02 -0.01 0.00
H 2.118718 0.319698 -1.815412 -0.03 0.00 0.02
H 4.421309 -1.266400 0.020898 -0.01 0.01 0.00
H 4.334887 -3.638314 0.691860 0.00 -0.01 0.00
H 2.201277 -4.887681 0.625736 0.01 0.00 0.00
H 0.122787 -3.767726 -0.090657 0.00 -0.01 0.00
H 0.375566 -2.666423 -3.220483 0.00 0.00 -0.01
H 0.710354 -2.275378 -5.628539 0.00 0.00 0.00
H 0.532617 0.004393 -6.555726 0.00 0.00 0.00
H 0.012544 1.917628 -5.084651 0.00 0.00 0.00
H -0.339761 1.555185 -2.668348 0.00 0.00 0.00
H -2.633875 -0.915666 -2.666028 0.00 0.00 0.00
H -4.875584 -1.879075 -2.317496 0.00 0.01 -0.01
H -5.377081 -3.134627 -0.253816 -0.01 0.00 -0.01
H -3.651349 -3.431997 1.484900 -0.01 0.00 0.00
H -1.415094 -2.462342 1.186343 -0.01 -0.01 0.01
C 2.104231 -0.642820 3.433954 -0.01 -0.08 0.09
S 2.352257 0.718345 2.275174 0.00 0.08 -0.07
C 2.508096 2.192368 3.317798 -0.01 -0.03 0.02
H 2.971590 -0.663813 4.092054 0.02 -0.01 -0.03
H 2.063464 -1.563115 2.853250 0.01 0.00 -0.01
H 1.189349 -0.479512 3.998632 0.02 -0.01 -0.02
H 1.732317 2.184114 4.078732 0.00 0.02 0.00
H 2.450870 3.072984 2.680383 -0.01 0.00 0.00
H 3.496057 2.143742 3.772431 -0.01 0.01 0.01
F -0.806528 -0.159549 1.890186 -0.15 0.01 0.07
C -1.211544 1.144199 2.167951 0.28 -0.14 -0.22
C -1.783287 1.852871 1.182430 -0.07 0.09 0.06
N -1.877262 3.208991 1.277881 0.00 -0.13 -0.06
C -1.576799 3.952652 0.043657 -0.07 -0.09 -0.01
C -0.091396 3.784811 -0.267172 -0.32 0.37 -0.01
O 0.736613 4.577824 -0.488624 -0.05 -0.20 -0.04
O 0.265434 2.376667 -0.206007 0.64 0.21 -0.15
C -1.544834 3.875790 2.495317 0.00 0.01 0.03
O -1.492223 5.060783 2.558454 0.01 0.01 0.02
N -1.261918 3.024966 3.567183 0.00 -0.02 -0.03
C -0.909496 1.691038 3.494322 0.04 0.07 0.08
O -0.398422 1.059654 4.381097 -0.06 0.02 0.02
H -2.103074 1.392997 0.251110 0.00 0.01 0.01
H -1.801339 5.008053 0.172043 0.02 0.00 0.06
H -2.178736 3.549416 -0.772889 0.02 0.05 -0.02
H -1.112774 3.494971 4.456644 0.00 0.00 0.00
```
Forces are in eV/Å.

- LUMO level: -11.492 eV
- Charge: +3
- Orbital gap: 6.336 eV
- 2S+1: 1

Results of the Löwdin charge analysis, in e, for atoms 1 through 4: 0.930, 0.005, -0.340, 0.004

---

2.
Density functional theory data (ωB97M-V with the def2-TZVPD basis set) for a structure of composition C4H12AsBCsF6O2S at a distorted geometry.

Structure (XYZ):
```
28
Properties=species:S:1:pos:R:3:forces:R:3
Cs -0.806230 -1.355769 2.589305 -0.35 -0.22 -0.01
B 0.221306 -3.635077 0.230927 0.31 -0.23 0.00
H 0.598033 -4.720081 0.430000 0.18 -1.32 0.14
H 0.353163 -3.321227 -0.882218 0.04 0.21 -1.30
H -0.861929 -3.457603 0.592597 -1.85 0.05 0.40
H 0.882849 -2.956375 0.901798 1.22 1.24 0.92
As -4.140766 1.722962 1.674958 0.25 0.49 0.62
F -5.400102 2.939974 1.685500 0.77 -0.03 -0.24
F -4.587220 1.356830 3.322355 0.14 -0.20 -0.23
F -2.916782 0.436347 1.762640 -0.30 -0.06 -0.11
F -3.597186 2.110395 0.077490 -0.28 0.00 -0.02
F -2.874683 2.807201 2.277614 -0.83 -0.21 -0.13
F -5.301938 0.599122 1.037196 0.34 -0.05 0.16
C 1.738834 1.548902 -1.872580 -1.34 0.51 0.37
C 1.655788 0.067103 -2.270406 0.97 -0.04 -0.23
C 1.357138 -0.778474 -1.050080 -0.58 -0.03 1.64
S 2.125188 0.094085 0.387011 2.35 -0.84 -2.91
O 3.456452 -0.468673 0.657395 -1.55 0.29 0.48
O 1.157932 0.307378 1.430474 0.09 0.37 0.41
C 2.513460 1.603241 -0.577174 0.10 0.19 1.02
H 0.742497 1.979323 -1.708815 -0.16 -0.48 0.21
H 2.092832 2.234130 -2.644089 0.67 -0.40 -0.05
H 2.652161 -0.257863 -2.589837 0.05 0.18 -0.17
H 1.013664 -0.095763 -3.132722 -0.33 -0.12 0.25
H 1.709805 -1.806111 -0.996947 0.38 0.13 -0.36
H 0.321871 -0.911456 -0.727244 -0.18 0.41 -0.48
H 3.586310 1.562197 -0.750715 0.04 -0.15 0.13
H 2.307554 2.395281 0.145567 -0.15 0.35 -0.48
```
Forces are in eV/Å.

- LUMO level: 1.940 eV
- Charge: -1
- Orbital gap: 8.334 eV
- 2S+1: 1

Results of the Löwdin charge analysis, in e, for atoms 1 through 4: 1.121, -0.493, -0.066, -0.065

---

3.
Density functional theory data (ωB97M-V with the def2-TZVPD basis set) for an isolated molecule of C2H2N4O at a distorted geometry.

Structure (XYZ):
```
9
Properties=species:S:1:pos:R:3:forces:R:3
O 2.237358 -0.063661 0.245114 -4.36 -0.16 -2.46
C 1.040117 -0.124213 -0.146832 2.12 2.28 3.04
N 0.184084 -1.182049 -0.133488 10.50 -0.61 -1.60
C -0.988833 -1.020541 -0.093596 -7.56 -3.07 2.13
N -1.796198 0.000304 0.158703 1.78 3.76 -0.07
N -1.086700 1.103203 0.140036 -0.76 1.29 -0.92
N 0.190078 1.116967 -0.214417 2.38 0.05 -0.29
H -1.397145 -1.959499 0.175588 -1.95 -1.11 -0.72
H 0.751735 2.068343 -0.349771 -2.16 -2.43 0.89
```
Forces are in eV/Å.

- LUMO level: -0.888 eV
- Charge: 0
- Orbital gap: 9.276 eV
- SMILES: O=c1ncnn[nH]1
- 2S+1: 1

Results of the Löwdin charge analysis, in e, for atoms 1 through 4: 0.052, -0.393, 0.157, -0.315

---

4.
Density functional theory data (ωB97M-V with the def2-TZVPD basis set) for a cluster of 5 separate species, C30H75N5 in total at a distorted geometry.

Structure (XYZ):
```
110
Properties=species:S:1:pos:R:3:forces:R:3
C 0.155021 2.325869 2.392992 0.19 -0.09 0.46
C 0.084107 1.764472 0.978465 -0.50 0.18 0.08
N 0.128530 0.295963 1.035164 0.17 0.58 -0.38
C -1.201593 -0.239493 1.311318 -0.72 -0.48 0.28
C -2.251197 -0.155456 0.192025 0.49 -0.23 -1.33
C 0.751976 -0.322733 -0.136945 -0.43 0.33 0.04
C 1.131552 -1.768967 0.143386 -0.03 0.19 -0.60
H 0.174304 3.414862 2.448161 0.07 0.01 -0.22
H 1.048809 1.924784 2.876720 0.17 0.21 -0.13
H -0.649828 2.002913 3.057216 -0.25 -0.06 -0.35
H -0.812871 2.104364 0.443356 -0.22 0.07 0.24
H 0.869574 2.212909 0.365658 0.45 -0.51 0.17
H -1.076453 -1.255137 1.689383 -0.12 -0.11 -0.16
H -1.671020 0.312239 2.128663 0.45 0.05 0.25
H -2.483024 0.892738 0.010029 -0.28 -0.04 0.02
H -1.930017 -0.555133 -0.780095 0.50 0.14 0.16
H -3.169281 -0.735544 0.290176 -0.04 0.23 0.92
H 1.622801 0.268270 -0.429164 0.11 -0.08 0.33
H 0.072199 -0.232693 -0.996015 0.11 -0.29 -0.17
H 1.801039 -1.795926 1.001741 -0.09 -0.22 0.09
H 1.632904 -2.203751 -0.724733 0.16 0.07 0.05
H 0.248644 -2.389632 0.293476 0.02 0.01 0.31
C 6.200980 1.749712 -6.206504 0.72 -0.44 0.11
C 5.443102 0.547012 -5.654088 -0.26 0.30 -0.02
N 4.767518 0.838768 -4.397723 0.01 0.70 0.00
C 3.923085 -0.255971 -3.964961 -1.09 0.11 0.30
C 2.853092 0.185736 -2.964217 -0.14 1.09 0.47
C 5.655111 1.371856 -3.350606 0.27 -0.86 -0.11
C 6.748276 0.352637 -2.922331 -0.61 1.37 0.62
H 6.292584 1.652043 -7.289070 0.15 0.03 0.05
H 7.200531 1.711228 -5.764787 0.10 0.36 -0.25
H 5.781664 2.728989 -5.990437 -0.37 -0.13 0.12
H 4.708833 0.240048 -6.403949 -0.20 -0.07 0.30
H 6.144548 -0.294170 -5.538947 0.03 -0.04 -0.13
H 3.305172 -0.535269 -4.820388 0.55 -0.47 -0.27
H 4.472292 -1.121952 -3.578448 0.06 -0.16 -0.17
H 2.160772 0.862595 -3.473985 0.11 0.07 -0.01
H 2.210743 -0.562172 -2.497387 0.42 -0.51 -0.34
H 3.265354 0.767779 -2.131876 0.04 -0.16 -0.06
H 5.028527 1.663637 -2.506962 0.08 -0.24 0.11
H 6.145472 2.299150 -3.637736 -0.14 0.05 -0.49
H 7.537597 0.263022 -3.663460 -0.19 -0.46 -0.23
H 6.234792 -0.561548 -2.639184 0.50 -0.38 -0.14
H 7.235784 0.761326 -2.033938 0.01 -0.16 0.04
C 8.024027 -0.044238 1.759369 -1.46 1.57 -0.34
C 6.808214 0.467287 0.942672 0.72 -1.05 -0.29
N 5.570071 0.135556 1.634046 -0.77 0.14 0.05
C 4.413960 0.817140 1.015992 1.33 1.74 0.46
C 4.355142 2.238640 1.591378 -0.16 0.69 0.56
C 5.303222 -1.295950 1.737465 -0.27 -0.68 -0.59
C 5.004453 -1.995057 0.398714 -0.92 -0.35 -0.20
H 7.895880 0.495204 2.700208 0.36 -0.30 0.25
H 8.914808 0.347434 1.273797 0.33 -0.67 0.07
H 7.931278 -1.106332 1.934490 0.65 -0.17 -0.15
H 6.973273 1.526727 0.738541 -0.58 0.22 0.60
H 6.802306 0.059445 -0.080906 0.08 -0.35 0.10
H 4.594398 0.911292 -0.063120 -0.57 -0.44 -0.17
H 3.464817 0.366386 1.292917 0.07 -0.49 -0.34
H 4.190992 2.146180 2.667876 -0.21 0.09 -0.04
H 5.245060 2.870146 1.516566 0.37 -0.57 -0.30
H 3.587541 2.900136 1.172289 -0.29 -0.50 -0.05
H 4.419404 -1.450488 2.362054 -0.05 0.32 0.05
H 6.076157 -1.854657 2.264213 0.30 0.35 -0.03
H 4.684734 -3.034691 0.530886 0.56 -0.10 0.31
H 5.785350 -1.966098 -0.359626 0.18 0.05 0.17
H 4.085773 -1.605350 -0.052780 0.23 0.50 -0.07
C -4.787303 -1.734430 3.023601 0.86 1.24 -0.41
C -4.211522 -2.918090 2.267128 -0.71 -0.02 -1.10
N -5.190990 -3.561822 1.358946 0.16 -0.75 1.10
C -4.606251 -4.778720 0.782286 -0.84 0.09 0.43
C -4.285294 -5.840167 1.837936 0.10 0.27 -0.20
C -5.706670 -2.670944 0.341997 0.49 -0.60 -0.89
C -6.816165 -3.282195 -0.524674 -0.67 0.38 0.32
H -4.328609 -0.829265 2.604308 -0.35 0.06 -0.10
H -4.454315 -1.665935 4.058994 -0.37 -0.48 0.14
H -5.863631 -1.624156 2.917108 -0.05 -0.24 0.29
H -3.416521 -2.605537 1.571619 0.54 0.17 0.57
H -3.824205 -3.622715 2.993790 0.01 -0.36 -0.27
H -3.718018 -4.523480 0.183224 -0.02 -0.14 -0.20
H -5.406725 -5.187008 0.162398 0.39 -0.05 -0.35
H -4.217425 -6.830820 1.388067 -0.01 0.03 -0.07
H -5.088738 -5.847604 2.574380 0.06 -0.06 0.08
H -3.333668 -5.645160 2.329206 -0.02 -0.03 0.14
H -6.017558 -1.749357 0.820648 -0.16 0.02 -0.07
H -4.933682 -2.435111 -0.414900 0.38 0.42 0.33
H -6.479838 -3.857017 -1.386496 0.32 -0.12 0.21
H -7.496012 -3.899859 0.065775 0.03 0.00 0.02
H -7.409890 -2.470747 -0.954030 -0.03 0.02 0.07
C -5.248661 2.960477 3.383224 -0.83 -1.20 -1.12
C -5.621117 3.474238 1.984195 0.29 1.14 0.58
N -4.951583 2.851623 0.855911 -0.26 -0.34 -0.04
C -5.185698 1.400232 0.790596 -0.15 0.61 0.63
C -6.666599 0.926819 0.870434 1.05 -0.20 0.24
C -5.334736 3.540771 -0.370665 0.02 0.77 0.60
C -4.528141 3.095762 -1.588618 -1.38 0.27 -0.36
H -5.903797 3.399815 4.131365 0.35 0.41 0.11
H -4.185407 3.026694 3.591495 0.00 0.24 0.16
H -5.538135 1.901968 3.389042 0.29 -0.05 0.30
H -6.717261 3.489174 1.877484 -0.07 -0.28 0.00
H -5.351522 4.536573 1.956901 0.04 -0.02 -0.12
H -4.625238 1.020129 -0.055508 -0.29 -0.10 -0.17
H -4.700364 1.017262 1.688201 0.23 -0.21 -0.24
H -7.392095 1.725205 0.745789 -0.06 -0.04 -0.20
H -6.836968 0.105713 0.178176 -0.27 0.15 -0.15
H -6.750974 0.519059 1.879100 -0.57 0.00 -0.03
H -5.220613 4.612116 -0.166341 0.54 -0.06 -0.09
H -6.430475 3.515237 -0.514889 0.04 -0.55 -0.40
H -3.517988 2.791424 -1.336906 0.03 -0.08 0.02
H -4.515984 3.893846 -2.333524 0.28 0.14 0.15
H -5.106474 2.317934 -2.093857 0.52 -0.42 0.07
```
Forces are in eV/Å.

- LUMO level: 0.789 eV
- Charge: 0
- Orbital gap: 9.015 eV
- SMILES: CCN(CC)CC.CCN(CC)CC.CCN(CC)CC.CCN(CC)CC.CCN(CC)CC
- 2S+1: 1

Results of the Löwdin charge analysis, in e, for atoms 1 through 4: -0.085, -0.250, -0.174, -0.235

---

5.
Density functional theory data (ωB97M-V with the def2-TZVPD basis set) for an isolated molecule of C4H4N2O.

Structure (XYZ):
```
11
Properties=species:S:1:pos:R:3:forces:R:3
O -1.661361 2.127534 -0.171064 0.19 -0.30 -0.12
C -0.910426 1.178238 -0.254716 -0.14 0.10 0.01
C -1.238979 -0.153700 0.281034 0.10 -0.05 0.07
C -0.243050 -1.014513 0.548422 -0.05 0.10 -0.05
N 1.043671 -0.695628 0.166312 -0.07 0.07 -0.04
C 1.242913 0.407404 -0.618743 -0.04 0.02 0.02
N 0.355613 1.295097 -0.877294 0.06 -0.16 0.13
H -2.270236 -0.378641 0.523131 0.15 0.04 0.05
H -0.375959 -1.974643 1.036101 0.01 0.15 -0.05
H 1.822809 -1.275906 0.431095 -0.11 -0.01 -0.15
H 2.235006 0.484759 -1.064279 -0.10 0.04 0.13
```
Forces are in eV/Å.

- LUMO level: 0.375 eV
- Charge: 0
- Orbital gap: 9.717 eV
- SMILES: O=c1cc[nH]cn1
- 2S+1: 1

Results of the Löwdin charge analysis, in e, for atoms 1 through 4: 0.057, -0.491, 0.008, -0.092

---

6.
Density functional theory data (ωB97M-V with the def2-TZVPD basis set) for an isolated molecule of C3H7N3O.

Structure (XYZ):
```
14
Properties=species:S:1:pos:R:3:forces:R:3
C -0.005452 -0.506605 -1.580764 -0.08 -0.08 -0.07
N 0.371819 0.440208 -0.537794 -0.24 0.02 0.14
N 1.632684 0.197093 0.056966 0.38 -0.03 0.03
C -0.458517 0.354834 0.645870 0.17 -0.11 0.15
N -1.863661 0.285075 0.582854 -0.06 0.13 0.13
C 0.266636 0.311710 1.764923 0.15 -0.20 0.87
O 0.704154 0.239337 2.860467 -0.48 0.15 -0.83
H -0.985839 -0.215138 -1.964524 0.13 -0.04 0.07
H -0.098686 -1.539984 -1.200903 0.15 0.11 -0.03
H 0.712502 -0.475138 -2.409133 -0.08 0.07 0.28
H 1.942842 -0.767882 0.001917 0.03 0.10 -0.15
H 2.339452 0.879673 -0.168978 -0.03 -0.14 -0.37
H -2.230644 -0.383202 1.249799 -0.08 0.10 -0.23
H -2.327291 1.180017 0.699299 0.03 -0.09 0.01
```
Forces are in eV/Å.

- LUMO level: 0.908 eV
- Charge: 0
- Orbital gap: 8.345 eV
- SMILES: CN(N)C(N)=C=O
- 2S+1: 1

Results of the Löwdin charge analysis, in e, for atoms 1 through 4: -0.096, -0.215, 0.033, -0.373